Computed, not measured: a structure of composition C46H67Br2N6O9P2SSiSr, with ωB97M-V/def2-TZVPD.

Last column: Mulliken charge in e.
Cartesian coordinates (Å):
Sr -0.533 0.143 1.290  1.57
Br 2.088 3.647 3.162  -0.22
C 0.298 3.749 3.790  0.14
C 0.041 4.550 4.913  -0.35
C -1.223 4.645 5.410  -0.02
Br -1.523 5.736 6.941  -0.28
C -2.300 3.965 4.787  1.20
C -3.645 4.025 5.218  -0.93
C -4.609 3.357 4.523  -1.15
C -4.240 2.644 3.364  -0.17
N -3.008 2.565 2.938  0.40
C -2.028 3.176 3.645  -0.76
C -0.675 2.998 3.135  -0.49
O -0.452 2.236 2.131  0.52
H 0.856 5.083 5.383  0.45
H -3.894 4.604 6.097  0.33
H -5.644 3.378 4.839  0.42
H -4.990 2.120 2.778  0.35
O -4.567 -4.132 5.425  -0.74
C -5.007 -3.609 4.380  0.29
O -6.090 -3.760 3.791  -0.72
C -4.096 -2.500 3.803  0.28
C -3.063 -1.975 4.573  -1.02
C -2.218 -1.037 4.015  -1.05
N -2.328 -0.611 2.754  0.96
C -3.356 -1.070 2.025  0.46
C -4.260 -2.002 2.516  -0.84
C -3.543 -0.452 0.635  -0.13
O -4.613 -0.623 0.068  -0.78
O -2.566 0.270 0.197  -0.12
H -2.929 -2.339 5.582  0.50
H -1.399 -0.610 4.588  0.47
H -5.086 -2.341 1.907  0.63
C 1.104 -4.447 4.197  -1.00
N 1.312 -3.051 3.842  0.54
C 2.406 -2.354 4.493  -1.16
C 0.516 -2.401 2.976  0.18
C -0.571 -3.218 2.323  -0.97
O 0.664 -1.184 2.771  -0.83
H 1.615 -4.637 5.139  0.41
H 1.510 -5.121 3.439  0.20
H 0.048 -4.666 4.338  0.37
H 3.323 -2.938 4.390  0.39
H 2.196 -2.211 5.555  0.32
H 2.540 -1.386 4.023  0.28
H -0.191 -4.174 1.970  0.72
H -0.969 -2.693 1.464  -0.33
H -1.373 -3.404 3.040  0.40
C -2.379 4.956 -2.097  -0.62
N -1.782 3.876 -1.227  0.50
C -2.281 4.059 0.219  -0.76
N -3.701 4.113 0.262  0.41
C -4.207 5.146 -0.621  -1.00
N -3.802 4.955 -2.016  0.07
C -4.387 3.715 -2.567  -0.89
P -3.934 2.115 -1.682  -0.13
C -2.118 2.500 -1.743  0.46
C -4.307 2.798 0.010  0.77
H -2.044 4.767 -3.118  0.27
H -1.971 5.905 -1.744  0.34
H -0.762 3.978 -1.203  -0.50
H -1.841 4.998 0.560  0.51
H -1.885 3.225 0.801  -0.09
H -3.832 6.115 -0.283  0.33
H -5.296 5.153 -0.573  0.41
H -4.107 3.640 -3.621  0.40
H -5.474 3.823 -2.538  0.44
H -1.807 2.440 -2.788  0.68
H -1.501 1.834 -1.146  -0.57
H -3.960 2.100 0.767  -1.07
H -5.391 2.891 0.097  0.62
C 1.234 1.338 -2.535  -0.90
P 1.321 2.215 -0.920  1.63
C 2.867 1.484 -0.258  -1.08
C 1.891 3.860 -1.524  -0.05
C 1.356 4.428 -2.684  -0.20
C 1.713 5.707 -3.092  -0.67
C 2.619 6.448 -2.348  -0.55
C 3.166 5.895 -1.197  -0.54
C 2.801 4.621 -0.789  -0.76
H 0.388 1.674 -3.136  0.50
H 1.100 0.277 -2.323  -0.65
H 2.154 1.468 -3.105  0.51
H 3.712 1.694 -0.917  0.54
H 2.705 0.403 -0.218  0.02
H 3.071 1.849 0.748  0.40
H 0.676 3.856 -3.307  0.31
H 1.293 6.117 -4.002  0.42
H 2.904 7.442 -2.665  0.39
H 3.878 6.461 -0.610  0.42
H 3.231 4.212 0.115  0.27
C 1.928 -5.069 0.227  -1.29
C 3.191 -4.865 -0.600  1.93
C 4.417 -4.940 0.302  -2.02
C 3.284 -5.900 -1.716  -1.65
O 3.213 -3.560 -1.172  0.21
Si 2.012 -2.632 -1.831  -3.88
S 0.730 -1.748 -0.495  2.04
O 1.279 -3.667 -2.892  0.41
C 0.063 -3.538 -3.634  1.88
C 0.216 -4.464 -4.834  -1.88
C -0.140 -2.098 -4.099  -0.99
C -1.102 -3.985 -2.760  -1.45
O 2.838 -1.463 -2.669  0.86
C 4.036 -1.559 -3.440  1.83
C 5.240 -1.564 -2.503  -1.30
C 4.027 -2.810 -4.315  -1.33
C 4.068 -0.316 -4.320  -1.83
H 1.958 -6.038 0.732  0.75
H 1.036 -5.027 -0.401  0.11
H 1.854 -4.273 0.969  0.07
H 4.493 -5.924 0.769  0.43
H 4.350 -4.180 1.082  0.34
H 5.322 -4.757 -0.279  0.39
H 3.264 -6.911 -1.303  0.49
H 4.215 -5.770 -2.272  0.35
H 2.447 -5.778 -2.404  0.07
H 1.067 -4.155 -5.444  0.35
H -0.685 -4.447 -5.451  0.39
H 0.389 -5.486 -4.495  0.35
H 0.745 -1.739 -4.627  0.06
H -0.319 -1.447 -3.241  -0.03
H -1.002 -2.039 -4.767  0.63
H -0.966 -5.025 -2.456  0.30
H -2.044 -3.901 -3.306  0.47
H -1.159 -3.363 -1.866  0.09
H 5.200 -2.428 -1.843  0.02
H 5.232 -0.661 -1.889  0.20
H 6.169 -1.589 -3.078  0.44
H 3.997 -3.710 -3.700  0.01
H 4.922 -2.839 -4.939  0.59
H 3.147 -2.813 -4.960  0.16
H 4.154 0.583 -3.707  0.26
H 3.152 -0.248 -4.909  0.36
H 4.922 -0.351 -5.000  0.46

Properties
Frontier orbital gap   0.248 hartree
F_max   1.41 eV Å⁻¹
Relative energy (zero: lowest compared OMol25 entry of this formula, charge and spin)   116.7 kJ/mol
Total charge   -1
2S+1   1
DFT total energy   -254381.530 eV



Computed, not measured: a cluster of 8 separate species, C46H67N4O25S3 in total, with ωB97M-V/def2-TZVPD.

Last column: Mulliken charge in e.
Cartesian coordinates (Å):
C -0.088 -2.880 5.032  -1.22
C 0.983 -3.527 4.149  -0.17
C 0.473 -3.935 2.764  -1.04
C -0.056 -2.775 1.942  -0.21
O 0.644 -1.543 2.283  -0.56
C 1.083 -0.699 1.355  0.00
C 0.425 0.499 1.169  1.34
C -0.848 0.842 1.876  -1.27
C -2.023 -0.096 1.563  0.46
C -2.637 -0.699 2.828  -2.30
O -3.000 0.740 0.919  -0.29
C 0.973 1.405 0.274  0.58
C 0.362 2.744 -0.005  -1.35
O -0.291 2.954 -0.988  -0.37
O 0.590 3.744 0.863  -0.30
N 1.087 3.362 2.152  -0.17
C 0.520 4.329 3.114  -0.52
C -0.789 3.874 3.715  -0.90
C 2.119 1.095 -0.428  -0.33
C 2.755 -0.106 -0.229  0.84
C 4.035 -0.361 -0.975  -1.38
C 5.122 0.623 -0.481  -1.44
C 5.390 0.447 1.029  0.42
S 7.117 -0.036 1.274  -0.22
C 7.063 -0.367 3.003  0.29
S 7.937 0.444 4.086  -0.18
N 6.205 -1.411 3.361  0.45
C 5.852 -2.503 2.579  -0.57
C 5.032 -3.253 3.346  -0.46
N 4.831 -2.657 4.576  -0.59
C 5.551 -1.580 4.562  -0.34
N 2.214 -0.996 0.645  0.94
C 2.860 -2.318 0.815  0.05
C 2.305 -3.296 -0.239  -0.75
C 3.223 -3.667 -1.391  -0.82
S 2.251 -4.636 -2.579  -0.17
H 0.015 -1.795 4.990  0.26
H 0.013 -3.159 6.074  0.43
H -1.085 -3.093 4.654  0.25
H 1.871 -2.904 4.069  -0.08
H 1.323 -4.439 4.635  0.60
H 1.292 -4.455 2.272  0.19
H -0.315 -4.666 2.930  0.53
H -1.096 -2.630 2.221  0.67
H -0.042 -2.959 0.873  0.25
H -1.181 1.821 1.553  0.30
H -0.665 0.887 2.946  0.43
H -1.753 -0.871 0.843  0.72
H -1.899 -0.861 3.610  0.34
H -3.437 -0.048 3.164  0.50
H -3.080 -1.671 2.618  0.48
H -3.626 0.130 0.508  -0.10
H 2.091 3.511 2.148  0.26
H 0.351 5.255 2.564  0.34
H 1.264 4.504 3.885  0.40
H -1.218 4.688 4.292  0.47
H -0.659 2.994 4.337  0.20
H -1.512 3.633 2.939  0.14
H 2.524 1.800 -1.136  0.86
H 4.426 -1.351 -0.809  0.05
H 3.831 -0.167 -2.022  0.25
H 6.025 0.319 -1.006  0.76
H 4.878 1.652 -0.715  0.36
H 4.753 -0.325 1.449  -0.50
H 5.224 1.390 1.539  0.55
H 6.187 -2.686 1.578  0.69
H 4.578 -4.195 3.097  0.52
H 5.614 -0.890 5.382  0.43
H 2.596 -2.682 1.799  -0.35
H 3.932 -2.208 0.790  0.32
H 1.978 -4.211 0.240  0.51
H 1.444 -2.821 -0.704  0.33
H 3.582 -2.798 -1.928  0.28
H 4.021 -4.343 -1.102  0.49
H 1.352 -3.689 -2.857  0.06
C -1.784 5.166 -2.792  0.18
C -3.118 5.068 -2.079  0.54
O -3.911 6.022 -2.782  -0.42
C -3.380 6.193 -4.024  0.56
O -3.898 6.789 -4.904  -0.51
O -2.172 5.575 -4.105  -0.40
H -1.248 4.225 -2.825  -0.10
H -1.136 5.931 -2.360  0.36
H -3.575 4.080 -2.187  -0.48
H -3.061 5.320 -1.023  0.42
C 0.284 0.023 -5.454  0.24
C 1.036 -1.133 -6.080  -0.38
O 2.083 -1.364 -5.099  -0.37
C 1.658 -0.895 -3.930  0.12
O 2.193 -1.079 -2.868  -0.42
O 0.529 -0.183 -4.052  0.09
H -0.779 0.002 -5.665  -0.27
H 0.686 0.996 -5.739  0.24
H 0.428 -2.030 -6.163  0.28
H 1.462 -0.900 -7.051  0.36
C -4.789 -0.661 -6.308  0.30
C -4.152 -0.107 -7.563  -0.31
O -2.804 -0.599 -7.450  -0.35
C -2.817 -1.692 -6.664  0.73
O -1.874 -2.408 -6.501  -0.58
O -4.009 -1.854 -6.071  -0.37
H -5.839 -0.910 -6.428  0.34
H -4.648 0.014 -5.464  -0.30
H -4.595 -0.504 -8.477  0.32
H -4.157 0.978 -7.600  0.27
C 10.612 -2.338 4.967  0.00
C 11.568 -2.161 3.802  -0.32
O 12.697 -2.929 4.219  -0.33
C 12.277 -3.859 5.115  0.62
O 12.936 -4.754 5.521  -0.49
O 10.991 -3.615 5.479  -0.34
H 9.566 -2.340 4.670  0.06
H 10.760 -1.587 5.746  0.23
H 11.177 -2.583 2.874  0.27
H 11.852 -1.126 3.630  0.31
C -6.577 2.882 -0.905  -0.17
C -6.452 2.974 0.604  -0.37
O -6.454 1.590 0.991  -0.33
C -6.045 0.859 -0.060  0.97
O -5.781 -0.306 -0.007  -0.68
O -5.967 1.606 -1.175  -0.22
H -6.056 3.674 -1.435  0.14
H -7.614 2.849 -1.238  0.30
H -5.510 3.422 0.926  0.21
H -7.279 3.502 1.070  0.38
C -1.668 1.669 -2.447  0.84
C -2.985 1.318 -1.779  0.18
O -3.943 1.717 -2.771  -0.75
C -3.333 1.712 -3.971  0.51
O -3.882 1.814 -5.023  -0.63
O -1.998 1.550 -3.838  -0.30
H -0.858 0.993 -2.190  -0.14
H -1.354 2.694 -2.249  -0.37
H -3.094 0.247 -1.602  0.66
H -3.155 1.850 -0.846  0.04
C -9.792 -1.144 0.092  -0.25
C -9.527 0.000 1.049  -0.12
O -9.896 1.142 0.270  -0.36
C -10.776 0.737 -0.686  0.67
O -11.389 1.471 -1.386  -0.52
O -10.843 -0.614 -0.725  -0.34
H -10.113 -2.056 0.587  0.32
H -8.932 -1.366 -0.543  0.21
H -10.157 -0.045 1.938  0.29
H -8.485 0.069 1.351  0.12

Properties
Frontier orbital gap   0.286 hartree
F_max   2.50 eV Å⁻¹
Total charge   +1
2S+1   1
DFT total energy   -138434.390 eV



no.,highest occupied orbital energy (eV)
1,-5.2
2,-11.5